[1]
Molecular formula: C38H39N3O5
Method: DFT, ωB97M-V/def2-TZVPD

The SMILES is CN1C(=O)[C@@H](Cc2ccccc2)N(/C=C/[C@H](c2ccccc2)C2(Cc3ccc(C#N)cc3)C(=O)OC(C)(C)OC2=O)C12CCCC2. The calculation puts the HOMO energy at -7.94 eV. The value obtained for the frontier orbital gap is 7.94 eV. The total energy comes out at -2011.91751 Ha.

The geometry in ORCA input format:
```
! RIJCOSX wB97M-V def2-TZVPD def2/J DEFGRID3
* xyz 0 1
C 0.37 0.87 4.65
C -0.62 0.71 3.51
C -1.95 0.13 3.94
O -0.93 1.99 2.92
C -0.11 2.60 2.04
O -0.18 3.82 1.96
C 0.72 1.75 1.08
C 2.18 2.30 1.16
C 2.69 2.31 2.59
C 3.52 1.29 3.07
C 4.05 1.37 4.36
C 3.79 2.47 5.18
C 4.38 2.58 6.48
N 4.86 2.66 7.55
C 2.97 3.50 4.69
C 2.46 3.44 3.40
C 0.88 0.35 1.63
O 1.79 -0.38 1.25
O -0.05 -0.15 2.49
H 1.33 1.27 4.29
H -0.05 1.56 5.39
H 0.53 -0.11 5.11
H -2.61 0.05 3.07
H -1.79 -0.85 4.40
H -2.40 0.81 4.67
H 2.80 1.66 0.52
H 2.18 3.31 0.77
H 3.75 0.43 2.44
H 4.69 0.56 4.73
H 2.76 4.37 5.31
H 1.87 4.27 3.00
C -3.65 -3.45 -3.29
N -3.08 -2.78 -2.15
C -3.08 -3.40 -0.93
O -3.61 -4.47 -0.65
C -2.29 -2.51 0.03
C -1.08 -3.21 0.65
C -0.12 -3.66 -0.42
C -0.40 -4.81 -1.17
C 0.44 -5.20 -2.21
C 1.59 -4.45 -2.49
C 1.90 -3.32 -1.72
C 1.05 -2.95 -0.67
N -1.90 -1.40 -0.82
C -1.19 -0.37 -0.26
C -0.43 0.56 -0.89
C 0.03 1.83 -0.20
C 0.68 2.86 -1.19
C 0.82 4.20 -0.82
C 1.32 5.15 -1.71
C 1.56 4.80 -3.04
C 1.41 3.46 -3.43
C 1.06 2.49 -2.49
C -2.27 -1.57 -2.23
C -1.07 -1.78 -3.19
C -1.58 -1.37 -4.57
C -2.82 -0.47 -4.35
C -3.09 -0.41 -2.85
H -4.39 -4.16 -2.92
H -4.12 -2.72 -3.95
H -2.89 -4.01 -3.85
H -2.99 -2.16 0.81
H -0.60 -2.52 1.35
H -1.46 -4.08 1.21
H -1.29 -5.39 -0.92
H 0.20 -6.09 -2.78
H 2.26 -4.75 -3.30
H 2.79 -2.73 -1.91
H 1.30 -2.09 -0.04
H -1.27 -0.33 0.83
H -0.44 0.58 -1.98
H -0.96 2.29 0.00
H 0.58 4.51 0.20
H 1.50 6.17 -1.36
H 1.86 5.56 -3.76
H 1.57 3.17 -4.47
H 1.08 1.43 -2.78
H -0.23 -1.15 -2.86
H -0.73 -2.82 -3.13
H -0.80 -0.83 -5.13
H -1.84 -2.26 -5.16
H -2.65 0.53 -4.77
H -3.69 -0.89 -4.89
H -4.15 -0.52 -2.59
H -2.73 0.54 -2.43
*
```



[2]
Molecular formula: C43H30IrN2P
Method: DFT, ωB97M-V/def2-TZVPD

The calculation puts the HOMO energy at -7.58 eV. As for the energy above the lowest of the compared OMol25 structures with the same formula, charge and spin: 0.0 kJ/mol. The value obtained for the frontier orbital gap is 7.37 eV. The total energy comes out at -2211.77339 Ha.

The geometry in ORCA input format:
```
! RIJCOSX wB97M-V def2-TZVPD def2/J DEFGRID3
* xyz 0 1
Ir -0.44 -0.83 0.16
C 4.09 3.38 1.02
C 4.17 2.16 0.36
C 3.01 1.50 -0.02
C 1.76 2.06 0.27
C 1.69 3.30 0.90
C 2.85 3.95 1.28
P 0.27 1.22 -0.33
C -1.13 2.30 0.08
C -1.90 2.93 -0.89
C -3.01 3.68 -0.52
C -3.34 3.82 0.82
C -2.57 3.20 1.79
C -1.48 2.43 1.42
C 0.47 1.17 -2.12
C 0.90 2.20 -2.91
C 1.01 2.00 -4.30
C 0.72 0.79 -4.85
C 0.31 -0.31 -4.05
C 0.06 -1.60 -4.58
C -0.26 -2.62 -3.73
C -0.39 -2.41 -2.34
C -0.20 -1.17 -1.79
C 0.18 -0.10 -2.66
H 4.99 3.89 1.32
H 5.13 1.72 0.15
H 3.07 0.56 -0.54
H 0.73 3.75 1.11
H 2.79 4.91 1.78
H -1.65 2.82 -1.94
H -3.61 4.16 -1.29
H -4.20 4.41 1.10
H -2.84 3.29 2.84
H -0.89 1.94 2.19
H 1.17 3.16 -2.47
H 1.34 2.82 -4.93
H 0.81 0.64 -5.92
H 0.15 -1.76 -5.64
H -0.44 -3.61 -4.13
H -0.68 -3.24 -1.71
N 8.68 -3.14 3.51
C 7.63 -2.87 3.12
C 6.32 -2.54 2.64
C 5.35 -2.09 3.52
C 4.09 -1.77 3.06
C 3.77 -1.90 1.70
C 4.76 -2.35 0.82
C 6.03 -2.67 1.28
C 2.48 -1.54 1.21
C 1.41 -1.22 0.74
H 5.58 -1.99 4.57
H 3.33 -1.41 3.74
H 4.53 -2.46 -0.23
H 6.79 -3.03 0.60
C -3.01 -0.04 4.11
C -1.85 -0.73 3.80
C -1.69 -1.29 2.53
C -2.65 -1.09 1.54
C -3.82 -0.39 1.86
C -4.00 0.11 3.13
N -2.31 -1.46 0.23
C -3.33 -1.81 -0.68
C -3.51 -1.11 -1.86
C -4.50 -1.48 -2.76
C -5.34 -2.55 -2.47
C -5.18 -3.24 -1.27
C -4.18 -2.88 -0.38
H -3.16 0.36 5.10
H -1.09 -0.89 4.56
H -0.84 -1.95 2.34
H -4.57 -0.23 1.09
H -4.91 0.65 3.37
H -2.86 -0.27 -2.08
H -4.62 -0.93 -3.68
H -6.12 -2.84 -3.16
H -5.83 -4.07 -1.03
H -4.05 -3.42 0.55
*
```



[3]
Molecular formula: C2Cl3NS
Method: DFT, ωB97M-V/def2-TZVPD

The SMILES is N#CC(Cl)(Cl)SCl. The calculation puts the HOMO energy at -9.94 eV. As for the energy above the lowest of the compared OMol25 structures with the same formula, charge and spin: 0.0 kJ/mol. The value obtained for the frontier orbital gap is 9.36 eV. The total energy comes out at -1909.67642 Ha.

The geometry in ORCA input format:
```
! RIJCOSX wB97M-V def2-TZVPD def2/J DEFGRID3
* xyz 0 1
C 0.34 1.08 1.03
C 0.24 0.08 0.01
N 0.46 2.01 1.71
S -1.53 -0.85 0.09
Cl 0.31 1.07 -1.48
Cl 1.36 -1.29 0.05
Cl -1.17 -2.10 -1.42
*
```



[4]
Molecular formula: C4H6ClNO
Method: DFT, ωB97M-V/def2-TZVPD

The SMILES is CO/N=C\C=C/Cl. The calculation puts the HOMO energy at -9.21 eV. As for the energy above the lowest of the compared OMol25 structures with the same formula, charge and spin: 337.4 kJ/mol. The value obtained for the frontier orbital gap is 9.73 eV. The total energy comes out at -746.09875 Ha.

The geometry in ORCA input format:
```
! RIJCOSX wB97M-V def2-TZVPD def2/J DEFGRID3
* xyz 0 1
C -3.44 0.03 0.41
C -0.28 -0.63 -0.44
C 0.33 0.71 -0.32
C 1.60 0.91 -0.07
H -3.29 -0.76 1.16
H -3.87 0.90 0.81
H -3.93 -0.46 -0.47
H 0.37 -1.50 -0.47
H -0.37 1.56 -0.38
H 2.07 1.86 -0.16
N -1.53 -0.80 -0.27
O -2.14 0.42 -0.01
Cl 2.80 -0.32 0.24
*
```